Density functional theory data (ωB97M-V/def2-TZVPD) for a single C2H2Cl2O2 molecule in a non-equilibrium geometry.

```
! wB97M-V def2-TZVPD RIJCOSX def2/J DEFGRID3
* xyz 0 1
O 1.182 0.143 -0.736
C 0.386 -0.586 -0.200
C -0.835 -0.017 0.610
O -0.794 1.295 0.655
Cl -0.937 -0.960 2.181
Cl -2.353 -0.343 -0.333
H 0.225 -1.732 -0.508
H 0.029 1.562 0.340
*
```

Values from the calculation:
* SMILES: O=CC(O)(Cl)Cl
* HOMO-LUMO gap: 10.8618 eV
* E_LUMO: -0.221 eV